This record from the Open Molecules 2025 dataset describes a cluster of 11 separate species, C34H95N5O11 in total. The level of theory is ωB97M-V with the def2-TZVPD basis set.

Structure (XYZ):
```
145
Properties=species:S:1:pos:R:3
C 15.803 -9.165 10.833
C 16.614 -10.156 11.560
C 17.635 -9.523 12.521
O 15.768 -10.894 12.426
H 15.373 -8.362 11.432
H 15.001 -9.713 10.337
H 16.379 -8.651 10.063
H 17.142 -10.926 10.997
H 18.064 -10.204 13.256
H 17.059 -8.793 13.090
H 18.416 -8.960 12.010
H 16.374 -11.506 12.850
C 12.022 -14.084 15.106
C 12.580 -15.223 15.986
C 13.589 -14.839 17.043
O 11.650 -16.057 16.568
H 11.341 -14.396 14.314
H 12.772 -13.562 14.511
H 11.459 -13.284 15.585
H 13.091 -15.845 15.252
H 13.264 -14.206 17.868
H 14.330 -14.264 16.488
H 14.109 -15.699 17.463
H 11.909 -16.059 17.493
C 15.864 -6.397 7.424
C 15.123 -7.514 6.723
C 13.735 -7.717 7.396
O 14.776 -7.071 5.443
H 16.080 -6.702 8.448
H 15.261 -5.518 7.649
H 16.832 -6.121 7.006
H 15.718 -8.426 6.676
H 13.782 -7.694 8.485
H 13.330 -8.678 7.078
H 12.926 -7.019 7.183
H 13.930 -7.496 5.284
C 13.492 -10.725 16.262
C 14.198 -9.732 15.306
C 13.274 -8.933 14.353
O 15.092 -8.833 16.023
H 13.563 -10.497 17.325
H 13.717 -11.785 16.145
H 12.436 -10.678 15.993
H 14.787 -10.452 14.738
H 13.888 -8.420 13.613
H 12.594 -8.311 14.935
H 12.781 -9.662 13.711
H 15.540 -9.322 16.718
C 15.447 -13.359 1.321
C 15.797 -13.015 2.766
C 17.231 -13.151 3.182
O 17.374 -12.971 4.606
C 18.639 -12.468 4.971
N 15.400 -11.693 3.141
H 14.401 -13.231 1.039
H 15.790 -14.365 1.083
H 15.848 -12.664 0.583
H 15.309 -13.702 3.457
H 17.852 -12.511 2.555
H 17.544 -14.178 2.995
H 19.491 -12.885 4.435
H 18.965 -12.544 6.009
H 18.685 -11.402 4.751
H 15.826 -11.658 4.056
H 16.041 -11.159 2.572
C 12.448 -11.814 11.899
C 12.164 -11.372 10.475
C 13.339 -11.858 9.548
O 13.184 -11.253 8.218
C 14.363 -11.275 7.575
N 10.940 -11.958 10.164
H 11.602 -11.554 12.535
H 13.374 -11.349 12.237
H 12.741 -12.847 12.090
H 12.110 -10.284 10.495
H 13.327 -12.939 9.413
H 14.348 -11.816 9.959
H 15.063 -12.085 7.782
H 14.965 -10.456 7.969
H 14.437 -11.239 6.488
H 11.172 -12.941 10.184
H 10.847 -12.003 9.160
C 10.152 -10.234 6.697
C 9.349 -9.364 5.690
C 9.076 -10.000 4.318
O 8.308 -9.021 3.601
C 7.758 -9.436 2.340
N 8.045 -9.006 6.318
H 9.771 -11.255 6.668
H 10.132 -9.930 7.744
H 11.210 -10.249 6.436
H 9.906 -8.464 5.429
H 8.620 -10.986 4.228
H 10.032 -10.170 3.822
H 7.245 -10.338 2.672
H 8.484 -9.731 1.582
H 7.153 -8.673 1.851
H 7.871 -8.044 6.064
H 7.321 -9.682 6.117
C 12.145 -18.269 8.326
C 10.672 -18.162 7.930
C 10.379 -16.989 6.879
O 10.740 -15.795 7.508
C 10.618 -14.733 6.588
N 10.150 -19.517 7.477
H 12.644 -17.347 8.623
H 12.704 -18.672 7.482
H 12.353 -18.921 9.175
H 10.196 -18.060 8.906
H 9.366 -16.904 6.486
H 10.801 -17.221 5.901
H 11.251 -14.943 5.726
H 10.933 -13.815 7.084
H 9.588 -14.629 6.247
H 10.581 -20.275 7.987
H 10.527 -19.561 6.541
C 16.955 -14.767 14.347
C 17.314 -13.929 13.066
C 16.296 -13.944 12.031
O 16.257 -15.275 11.431
C 15.430 -15.361 10.275
N 17.559 -12.637 13.656
H 17.608 -14.600 15.203
H 17.019 -15.814 14.052
H 15.922 -14.595 14.651
H 18.241 -14.367 12.697
H 16.685 -13.194 11.343
H 15.316 -13.550 12.300
H 15.697 -16.279 9.752
H 15.649 -14.593 9.534
H 14.413 -15.280 10.661
H 18.268 -12.066 13.218
H 17.883 -12.755 14.605
C 10.463 -15.193 10.946
O 11.462 -15.008 9.927
H 11.002 -15.334 11.883
H 9.948 -14.233 10.961
H 9.844 -16.074 10.773
H 11.246 -15.351 9.056
C 11.285 -6.917 10.844
O 9.995 -6.265 10.896
H 11.528 -6.916 9.782
H 11.988 -6.391 11.490
H 11.321 -7.921 11.266
H 9.373 -6.706 10.313
```

## Properties
* LUMO level (alpha / beta): 2.1 / 2.1 eV
* spin multiplicity: 2
* highest occupied orbital energy (alpha / beta): 0.6 / -7.3 eV
* ⟨S²⟩: 0.751
* charge: -1

Here are the Löwdin charges for atoms 1 to 5, given in e:
1 C -0.0497
2 C -0.5078
3 C -0.0667
4 O -0.1075
5 H 0.0838

***

This record from the Open Molecules 2025 dataset describes a cluster of 2 separate species, C8H11N3O2 in total. The level of theory is ωB97M-V with the def2-TZVPD basis set.

Structure (XYZ):
```
24
Properties=species:S:1:pos:R:3
N -1.155 1.257 -1.803
C -0.750 1.244 -0.500
C 0.633 0.741 -0.164
C 0.801 -0.579 0.186
C 2.023 -0.951 0.581
C 3.039 -0.047 0.509
C 2.974 1.258 0.088
C 1.758 1.682 -0.316
N -1.616 1.396 0.460
O -2.852 1.624 0.390
O -0.948 1.335 1.732
H -0.382 1.232 -2.460
H -2.123 1.473 -2.065
H -0.120 -1.201 0.251
H 2.189 -1.912 0.909
H 4.000 -0.500 0.923
H 3.817 1.860 0.180
H 1.503 2.690 -0.735
H -1.593 1.402 2.379
C -2.660 -1.619 -0.638
N -2.033 -1.708 0.420
H -3.390 -2.340 -0.995
H -2.353 -0.873 -1.291
H -2.368 -2.347 1.127
```

## Properties
* LUMO level: 0.9 eV
* energy relative to the best compared isomer or geometry (same formula, charge and spin): 269.46 kJ/mol
* SMILES: N/C(c1ccccc1)=[N+](\[O-])O.C=N
* spin multiplicity: 1
* highest occupied orbital energy: -7.5 eV
* charge: 0

Here are the natural (NBO) charges for atoms 1 to 5, given in e:
1 N -0.8299
2 C 0.3126
3 C -0.0659
4 C -0.2089
5 C -0.2075

***

This record from the Open Molecules 2025 dataset describes a structure of composition C26H38BrMgNOP2. The level of theory is ωB97M-V with the def2-TZVPD basis set.

Structure (XYZ):
```
70
Properties=species:S:1:pos:R:3
C -4.751 -0.662 -2.494
C -3.557 -1.414 -2.515
C -2.791 -1.390 -3.689
C -3.178 -0.563 -4.745
N -4.289 0.164 -4.673
C -5.068 0.138 -3.598
C -3.094 -2.081 -1.325
C -2.576 -2.403 -0.259
C -2.232 -2.684 1.048
C -2.411 -1.566 1.911
C -1.851 -1.639 3.194
C -0.962 -2.673 3.302
C -0.577 -3.704 2.466
C -1.466 -3.825 1.392
Mg 0.503 -1.402 3.892
P -0.720 1.436 0.685
H -1.822 -1.889 -3.687
H -5.319 -0.600 -1.584
H -2.557 -0.502 -5.640
H -5.958 0.764 -3.574
H -1.649 -4.765 0.901
H -3.039 -0.748 1.584
H 0.259 -4.393 2.680
H -2.220 -1.026 4.035
C 0.105 3.084 0.755
C 0.240 3.943 -0.505
H 1.111 2.889 1.152
H -0.412 3.665 1.535
H 0.836 4.836 -0.274
H 0.772 3.434 -1.316
H -0.724 4.308 -0.877
C -0.479 0.799 -1.034
C -1.152 1.506 -2.205
H -0.853 -0.236 -0.998
H 0.605 0.734 -1.205
H -0.792 1.076 -3.148
H -2.237 1.348 -2.211
H -0.946 2.580 -2.240
C -2.528 1.866 0.615
C -2.950 3.212 0.029
H -2.874 1.810 1.662
H -3.025 1.046 0.065
H -4.032 3.327 0.161
H -2.484 4.060 0.541
H -2.764 3.287 -1.050
Br 2.840 -2.269 4.402
P 2.450 -0.220 0.875
C 3.119 0.804 -0.506
C 4.623 0.966 -0.551
H 2.619 1.780 -0.378
H 2.739 0.370 -1.443
H 4.855 1.673 -1.350
H 5.021 1.368 0.382
H 5.124 0.022 -0.781
C 3.799 -0.221 2.124
C 4.796 -1.366 2.108
H 3.282 -0.251 3.104
H 4.312 0.741 2.086
H 5.374 -1.350 3.031
H 4.316 -2.343 2.099
H 5.498 -1.315 1.276
C 2.323 -1.976 0.230
C 3.366 -2.391 -0.798
H 1.304 -2.052 -0.193
H 2.342 -2.637 1.114
H 3.152 -3.416 -1.122
H 3.346 -1.759 -1.692
H 4.380 -2.380 -0.383
O 0.435 2.100 3.911
C 0.490 0.975 3.691
```

## Properties
* LUMO level (alpha / beta): -9.3 / -8.8 eV
* energy relative to the best compared isomer or geometry (same formula, charge and spin): 250.99 kJ/mol
* spin multiplicity: 1
* highest occupied orbital energy (alpha / beta): -14.2 / -14.2 eV
* charge: +2

Here are the natural (NBO) charges for atoms 1 to 5, given in e:
1 C -0.2088
2 C -0.1398
3 C -0.2088
4 C 0.0449
5 N -0.3788

***

This record from the Open Molecules 2025 dataset describes a structure of composition C23H38BCaN6. The level of theory is ωB97M-V with the def2-TZVPD basis set.

Structure (XYZ):
```
69
Properties=species:S:1:pos:R:3
Ca -0.549 0.197 0.678
C 5.130 0.550 -0.335
C 3.744 -0.072 -0.172
C 3.853 -1.538 0.267
C 2.933 0.016 -1.431
C 3.384 -0.047 -2.763
C 2.231 0.000 -3.516
N 1.182 0.082 -2.675
N 1.609 0.093 -1.397
B -0.277 0.148 -3.139
N -0.969 1.458 -2.692
C -1.812 2.179 -3.451
C -2.375 3.161 -2.663
C -1.799 2.968 -1.396
N -0.960 1.932 -1.435
C -2.023 3.721 -0.114
C -3.059 4.828 -0.288
C -0.707 4.293 0.425
N -1.100 -1.053 -2.616
C -2.137 -1.610 -3.268
C -2.739 -2.524 -2.428
C -1.987 -2.458 -1.242
N -1.001 -1.572 -1.379
C -2.182 -3.203 0.047
C -2.426 -4.692 -0.200
C -3.337 -2.597 0.858
H 5.652 0.546 0.624
H 5.060 1.581 -0.685
H 5.729 -0.018 -1.050
H 3.215 0.481 0.606
H 4.313 -2.129 -0.529
H 2.864 -1.949 0.466
H 4.462 -1.627 1.170
H 4.396 -0.104 -3.125
H 2.095 -0.028 -4.584
H -0.300 0.121 -4.343
H -1.948 1.952 -4.496
H -3.081 3.911 -2.974
H -2.401 3.007 0.627
H -2.681 5.601 -0.962
H -3.278 5.294 0.674
H -3.991 4.438 -0.699
H -0.307 5.032 -0.273
H 0.029 3.499 0.549
H -0.867 4.775 1.391
H -2.365 -1.327 -4.283
H -3.590 -3.146 -2.649
H -1.262 -3.091 0.628
H -3.395 -4.853 -0.679
H -2.425 -5.232 0.748
H -1.654 -5.115 -0.846
H -4.242 -2.551 0.248
H -3.083 -1.592 1.201
H -3.539 -3.202 1.742
C 1.080 -1.867 3.069
C 0.675 -0.513 3.670
C 0.507 -0.721 5.195
C 1.873 0.449 3.507
C -0.662 -0.041 3.070
H 2.003 -2.260 3.513
H 1.233 -1.763 1.986
H 0.272 -2.584 3.226
H 1.432 -1.085 5.672
H -0.294 -1.434 5.388
H 0.231 0.228 5.661
H 2.792 0.056 3.974
H 1.640 1.412 3.966
H 2.063 0.619 2.444
H -0.880 0.968 3.491
```

## Properties
* LUMO level (alpha / beta): 2.7 / 2.7 eV
* spin multiplicity: 1
* highest occupied orbital energy (alpha / beta): -1.0 / -1.0 eV
* charge: -1

Here are the natural (NBO) charges for atoms 1 to 5, given in e:
1 Ca 1.5966
2 C -0.5968
3 C -0.2453
4 C -0.5935
5 C 0.1425

***

This record from the Open Molecules 2025 dataset describes the ion C4H11ClN2P with charge +1. The level of theory is ωB97M-V with the def2-TZVPD basis set.

Structure (XYZ):
```
19
Properties=species:S:1:pos:R:3
N -3.038 -1.099 -0.344
P -1.435 -1.279 -0.679
C -0.646 0.447 -0.468
C -0.340 0.497 1.144
N 1.187 0.595 1.339
C 1.838 0.049 0.052
Cl 2.037 -1.812 0.004
C 0.844 0.760 -1.075
H -3.614 -1.341 -1.184
H -0.963 -2.274 0.284
H -1.301 -1.763 -2.050
H -1.455 1.163 -0.922
H -0.923 1.440 1.587
H -0.573 -0.515 1.730
H 1.367 1.620 1.432
H 1.415 -0.030 2.154
H 2.975 0.404 0.013
H 1.070 0.597 -2.211
H 1.023 1.914 -0.829
```

## Properties
* LUMO level: -3.8 eV
* SMILES: N=[PH2][C@H]1C[NH2+][C@@H](Cl)C1
* spin multiplicity: 1
* highest occupied orbital energy: -11.5 eV
* charge: +1

Here are the natural (NBO) charges for atoms 1 to 5, given in e:
1 N -1.2922
2 P 1.1841
3 C -0.5587
4 C -0.2688
5 N -0.5759

***

This record from the Open Molecules 2025 dataset describes a structure of composition C70H84BrNO2P2Sb2ScSi. The level of theory is ωB97M-V with the def2-TZVPD basis set.

Structure (XYZ):
```
164
Properties=species:S:1:pos:R:3
Sc -0.156 -0.167 -0.575
C -3.859 -0.186 -0.740
Si -2.450 1.030 -1.149
C -2.640 1.005 -3.066
C -3.897 1.301 -3.608
C -4.268 0.911 -4.884
C -3.385 0.171 -5.654
C -2.117 -0.087 -5.168
C -1.714 0.353 -3.903
P 0.040 0.157 -3.402
C 0.644 -1.524 -3.951
C 0.916 -1.829 -5.433
C 1.551 -3.217 -5.540
C 2.972 -3.229 -4.952
C 3.168 -2.076 -3.963
C 1.919 -1.848 -3.112
C 1.074 1.279 -4.489
C 0.687 1.395 -5.979
C -0.358 2.461 -6.303
C 0.071 3.810 -5.754
C 0.281 3.698 -4.251
C 1.362 2.672 -3.914
C -2.962 2.582 -0.174
C -4.267 3.059 -0.330
C -4.802 4.025 0.506
C -4.038 4.516 1.552
C -2.738 4.071 1.721
C -2.170 3.130 0.855
P -0.376 2.717 0.911
C 0.383 4.337 0.399
C -0.116 4.674 -1.020
C -1.160 5.791 -1.000
C -0.537 7.100 -0.493
C 0.553 6.827 0.554
C 0.221 5.551 1.328
C 0.246 2.480 2.660
C -0.504 3.090 3.848
C 0.130 2.615 5.158
C 1.610 2.982 5.226
C 2.358 2.401 4.029
C 1.733 2.866 2.715
H -4.836 0.246 -0.968
H -3.853 -0.470 0.316
H -3.753 -1.094 -1.340
H -4.626 1.826 -3.005
H -5.254 1.155 -5.259
H -3.673 -0.190 -6.633
H -1.426 -0.621 -5.800
H -0.159 -2.190 -3.629
H 1.585 -1.094 -5.881
H -0.007 -1.830 -6.008
H 1.568 -3.535 -6.582
H 0.919 -3.930 -5.002
H 3.714 -3.149 -5.748
H 3.144 -4.178 -4.446
H 3.415 -1.159 -4.503
H 4.017 -2.285 -3.308
H 2.140 -1.027 -2.419
H 1.729 -2.738 -2.510
H 2.018 0.720 -4.441
H 0.366 0.436 -6.379
H 1.608 1.662 -6.510
H -1.325 2.196 -5.874
H -0.488 2.509 -7.386
H -0.681 4.569 -5.975
H 1.006 4.126 -6.229
H -0.665 3.410 -3.778
H 0.569 4.668 -3.854
H 1.515 2.610 -2.832
H 2.306 3.022 -4.347
H -4.902 2.644 -1.102
H -5.817 4.371 0.357
H -4.447 5.249 2.235
H -2.164 4.476 2.537
H 1.452 4.106 0.348
H -0.532 3.783 -1.498
H 0.733 4.992 -1.630
H -1.994 5.494 -0.360
H -1.574 5.935 -1.998
H -1.318 7.725 -0.056
H -0.114 7.663 -1.328
H 0.634 7.671 1.240
H 1.530 6.715 0.076
H -0.804 5.640 1.686
H 0.866 5.456 2.201
H 0.193 1.397 2.808
H -1.550 2.783 3.830
H -0.455 4.183 3.805
H 0.023 1.527 5.230
H -0.410 3.052 6.001
H 2.047 2.608 6.154
H 1.716 4.072 5.230
H 2.319 1.314 4.091
H 3.412 2.690 4.060
H 2.278 2.442 1.865
H 1.835 3.950 2.649
C 1.243 -0.424 2.175
C 2.456 -1.123 1.546
C 2.139 -1.965 0.309
Sb 1.198 -3.917 0.741
C 2.754 -4.356 2.168
C 4.099 -4.251 1.819
C 5.091 -4.359 2.782
C 4.749 -4.575 4.111
C 3.417 -4.719 4.465
C 2.425 -4.612 3.497
C 2.047 -5.049 -0.888
C 1.332 -6.200 -1.217
C 1.806 -7.082 -2.178
C 3.008 -6.823 -2.821
C 3.726 -5.677 -2.506
C 3.243 -4.792 -1.552
Sb 0.021 -1.844 3.333
C 0.885 -1.216 5.207
C 2.272 -1.130 5.311
C 2.878 -0.824 6.522
C 2.101 -0.613 7.652
C 0.720 -0.713 7.564
C 0.117 -1.020 6.351
C -1.928 -0.959 3.575
C -2.768 -1.636 4.461
C -4.104 -1.279 4.591
C -4.624 -0.248 3.822
C -3.807 0.417 2.919
C -2.474 0.052 2.790
H 0.652 0.102 1.401
H 1.592 0.347 2.857
H 2.941 -1.761 2.289
H 3.198 -0.362 1.277
H 3.056 -2.206 -0.229
H 1.536 -1.344 -0.384
H 4.384 -4.093 0.785
H 6.132 -4.276 2.495
H 5.521 -4.641 4.867
H 3.147 -4.907 5.497
H 1.388 -4.738 3.786
H 0.394 -6.418 -0.715
H 1.244 -7.974 -2.422
H 3.387 -7.512 -3.564
H 4.668 -5.478 -3.002
H 3.820 -3.901 -1.328
H 2.903 -1.297 4.444
H 3.957 -0.750 6.580
H 2.570 -0.381 8.599
H 0.109 -0.552 8.444
H -0.964 -1.081 6.301
H -2.383 -2.461 5.053
H -4.742 -1.818 5.281
H -5.668 0.022 3.910
H -4.207 1.211 2.298
H -1.870 0.549 2.043
Br -5.019 -4.830 2.575
C -4.009 -4.536 1.011
C -4.210 -5.329 -0.115
N -3.524 -5.165 -1.242
C -2.613 -4.202 -1.288
C -2.355 -3.363 -0.210
C -3.071 -3.528 0.970
C -1.378 -2.273 -0.324
O -0.697 -2.083 -1.380
O -1.236 -1.440 0.636
H -4.951 -6.119 -0.106
H -2.059 -4.090 -2.213
H -2.895 -2.879 1.820
```

## Properties
* LUMO level: -2.7 eV
* energy relative to the best compared isomer or geometry (same formula, charge and spin): 0.00 kJ/mol
* spin multiplicity: 1
* highest occupied orbital energy: -10.0 eV
* charge: +1

Here are the Löwdin charges for atoms 1 to 5, given in e:
1 Sc 0.7472
2 C -0.1803
3 Si 0.6345
4 C -0.2870
5 C -0.0946

***

Number 1: maximum force 0.089 hartree/bohr. Number 2: maximum force 0.084 hartree/bohr. Number 3: maximum force 0.087 hartree/bohr. Number 4: maximum force 0.032 hartree/bohr. Number 5: maximum force 0.091 hartree/bohr. Number 6: maximum force 0.030 hartree/bohr.